The following is a quantum chemistry calculation of a cluster of 2 separate species, C5H13N2O in total at a distorted geometry, from OMol25.

The LUMO energy is -3.3 eV. Its HOMO-LUMO gap is 8.644 eV. The calculation puts the HOMO energy at -11.97 eV. Its energy above the lowest of the compared OMol25 structures with the same formula, charge and spin is 106.0 kcal per mole. The calculation puts the total energy at -10413.6012 eV.

```
! wB97M-V def2-TZVPD RIJCOSX def2/J DEFGRID3
* xyz 1 1
H 1.0237 -0.7947 -0.7058
H 2.7573 0.6592 1.2857
C -3.3872 1.0917 -1.3808
C -0.4407 1.3175 -0.2896
H 0.4880 -4.1810 0.6665
H -1.1627 1.3134 0.5736
H 0.8917 0.1987 1.9387
H 1.4407 1.7052 -0.9039
O 0.7871 -3.6157 1.5212
C -1.0179 1.3008 -1.5107
H 0.6690 -4.4282 2.1575
H -3.6172 2.1462 -1.0633
C 1.6810 0.4568 1.0692
N -2.2479 0.6927 -1.7046
H -4.2439 0.5353 -1.5499
H 0.8694 -1.6414 1.0699
H 1.1346 2.4822 0.6631
H -0.3992 1.5607 -2.4106
H 2.3935 -1.4025 0.1953
C 0.9347 1.5335 0.1289
N 1.4461 -0.9302 0.2493
*
```